The following is a DFT calculation (ωB97M-V with the def2-TZVPD basis set) of a structure of composition C11H24CuN4O4V.

Values from the calculation:
LUMO (spin up / spin down)   -0.39939 / -0.39331 Ha
HOMO level (spin up / spin down)   -16.2 / -16.2 eV
Calculated total energy   -96250.2667 eV
Charge   +2

Each line ends with the natural charge from an NBO analysis.
Positions of all 45 atoms, in Å:
1 N 1.98180 -0.46443 -0.00004  -0.718
2 C 3.09599 -0.74126 0.37851  0.900
3 O 4.19355 -1.01817 0.75051  -0.344
4 Cu 0.03088 1.13983 -3.09544  0.997
5 V 0.11402 -0.15424 -0.41374  1.524
6 N -0.50228 -1.56711 -1.40142  -0.426
7 N -0.33320 1.55412 -1.27552  -0.683
8 C -0.41545 -2.94961 -0.89636  0.082
9 C 0.34998 2.87122 -1.05032  0.106
10 C 0.78807 -3.62060 -1.55211  -0.609
11 C -1.68155 -3.74273 -1.20433  -0.623
12 C -0.22322 -2.90516 0.61608  -0.638
13 C 0.12681 3.78050 -2.26188  -0.614
14 C -0.19819 3.58439 0.17945  -0.659
15 C 1.83854 2.60727 -0.85658  -0.631
16 H 0.65779 -3.68234 -2.63869  0.218
17 H 0.91002 -4.63714 -1.15884  0.270
18 H 1.70699 -3.05651 -1.34470  0.222
19 H -2.55793 -3.24846 -0.76904  0.231
20 H -1.59951 -4.74048 -0.75674  0.270
21 H -1.84366 -3.87067 -2.27963  0.223
22 H 0.64372 -2.29650 0.91109  0.229
23 H -0.07004 -3.93123 0.97305  0.284
24 H -1.11628 -2.49847 1.10989  0.246
25 H 0.46589 3.30012 -3.19881  0.165
26 H 0.70461 4.70434 -2.12660  0.287
27 H -0.93536 4.04004 -2.36763  0.239
28 H -1.23075 3.91432 0.01703  0.215
29 H 0.40597 4.48137 0.37065  0.266
30 H -0.14814 2.93928 1.06664  0.276
31 H 2.02446 2.02186 0.05030  0.241
32 H 2.35495 3.57116 -0.76034  0.270
33 H 2.27420 2.07228 -1.70870  0.202
34 C -1.81597 1.54398 -1.13222  -0.457
35 H -2.13676 0.58024 -0.68960  0.229
36 H -2.20051 2.35246 -0.49518  0.286
37 H -2.29708 1.63287 -2.12060  0.242
38 C -0.91722 -1.41322 -2.79466  -0.403
39 H -1.98720 -1.16197 -2.87768  0.264
40 H -0.31343 -0.62126 -3.30908  0.102
41 H -0.71682 -2.34112 -3.34586  0.284
42 O 0.24361 -0.76407 2.84418  -0.411
43 N 0.15024 0.47826 2.75174  0.705
44 O 0.18350 1.25858 3.70287  -0.289
45 O 0.00203 0.99788 1.52874  -0.569


The following is a DFT calculation (ωB97M-V with the def2-TZVPD basis set) of a cluster of 2 separate species, C6H11ISi in total.

Values from the calculation:
LUMO (spin up / spin down)   0.02511 / -0.12570 Ha
HOMO level (spin up / spin down)   -8.1 / -9.4 eV
Calculated total energy   -22374.5418 eV
2S+1   3

Each line ends with the natural charge from an NBO analysis.
Positions of all 19 atoms, in Å:
1 C 1.12929 -3.18437 -0.14973  -0.197
2 C 0.73585 -2.19096 0.40918  -0.090
3 C -0.00689 1.95705 1.14134  -1.087
4 C 0.26753 0.55543 -1.77651  -1.057
5 C -2.12722 -0.16628 0.06923  -1.123
6 C 0.53399 -0.96170 0.91999  -0.606
7 Si -0.34622 0.46681 0.02343  1.574
8 I 3.98002 0.76268 0.28510  0.004
9 H 1.20636 -4.11522 -0.62207  0.226
10 H 0.95972 2.19377 1.04689  0.225
11 H -0.76034 2.83869 0.91757  0.241
12 H -0.32499 1.66065 2.23387  0.247
13 H 0.24480 -0.33628 -2.18688  0.227
14 H -0.40167 1.31001 -2.33830  0.234
15 H 1.25183 0.88308 -1.85457  0.235
16 H -2.38529 -0.74904 0.91655  0.243
17 H -2.97068 0.64793 0.10214  0.236
18 H -2.35792 -0.89187 -0.76834  0.244
19 H 1.37183 -0.68037 1.63111  0.226


The following is a DFT calculation (ωB97M-V with the def2-TZVPD basis set) of a structure of composition C31H46N2O6P2Rh.

Values from the calculation:
LUMO (spin up / spin down)   -0.12116 / -0.21522 Ha
HOMO level (spin up / spin down)   -10.1 / -10.1 eV
Calculated total energy   -69724.8052 eV
Charge   +1
2S+1   5

Each line ends with the Mulliken spin population.
Positions of all 88 atoms, in Å:
1 Rh 2.05004 -1.60521 -1.70591  1.354
2 C 0.15564 -1.25578 1.38357  0.225
3 C 0.09602 -2.45278 0.64512  0.175
4 C 2.21738 -1.44996 0.33413  0.395
5 C 1.37359 -0.59304 1.19005  0.300
6 C 1.37395 -2.67885 -0.01495  0.252
7 C -0.78061 -0.89760 2.51661  0.017
8 H -1.72259 -1.46821 2.50256  -0.002
9 H -1.04672 0.17207 2.53062  0.015
10 H -0.30032 -1.08478 3.50553  0.021
11 C 1.87606 0.47475 2.07284  -0.004
12 H 1.18615 1.31611 2.14821  0.005
13 H 2.81286 0.85651 1.69477  0.000
14 H 2.04371 0.07127 3.07753  0.020
15 C 3.63346 -1.60649 0.72720  -0.011
16 H 3.74472 -2.02056 1.75407  0.027
17 H 4.14251 -0.63406 0.67771  0.006
18 H 4.16442 -2.25678 0.03118  0.007
19 C 1.97330 -4.04883 -0.02158  0.039
20 H 2.19733 -4.43233 0.97809  0.006
21 H 2.90473 -4.07587 -0.59660  0.004
22 H 1.30282 -4.77676 -0.50739  0.001
23 C -0.87835 -3.51651 0.96801  -0.017
24 H -0.78102 -3.83703 2.02214  0.018
25 H -0.69076 -4.37747 0.33063  -0.002
26 H -1.91791 -3.20932 0.79357  0.007
27 C -1.36491 1.94671 -0.00878  -0.020
28 C -2.18353 1.04020 0.55491  -0.006
29 C -3.00468 -0.04002 -0.05745  0.172
30 C -2.85608 -0.14382 -1.60084  0.044
31 C -1.64558 -0.80099 -2.05480  0.462
32 C -0.41293 -0.19776 -2.35304  0.231
33 C 0.22018 0.91583 -1.53760  0.184
34 C -0.77727 2.04660 -1.37104  0.012
35 H -4.04360 0.17666 0.20450  0.005
36 H -2.94949 0.86784 -2.01380  0.003
37 H -2.78516 -1.01085 0.38970  -0.039
38 H -1.50057 2.07384 -2.17882  0.005
39 H -0.96506 2.71088 0.70635  0.001
40 H -2.58871 1.33203 1.51365  0.003
41 H -0.20575 2.96975 -1.46332  -0.004
42 H 0.56093 0.57897 -0.54057  -0.042
43 H 0.38423 -0.94816 -2.55743  -0.085
44 H 1.18590 1.18794 -2.00622  0.008
45 H -3.71511 -0.75344 -1.94187  0.019
46 H -1.62628 -1.88326 -2.22903  -0.068
47 P -0.32528 0.27152 -4.48785  0.198
48 P 2.48054 -2.00315 -3.66716  -0.025
49 C 0.71908 -0.69832 -5.64874  0.000
50 C 2.13319 -0.88312 -5.11438  0.015
51 H 0.78464 -0.08582 -6.56555  0.004
52 H 0.20929 -1.63834 -5.90897  0.002
53 H 2.73928 -1.31319 -5.91580  0.000
54 H 2.56744 0.07715 -4.81763  0.007
55 C 4.29893 -2.00849 -3.80139  -0.015
56 H 4.72606 -2.67117 -3.04283  -0.001
57 H 4.64747 -0.97931 -3.64812  0.003
58 H 4.57277 -2.33757 -4.80574  0.003
59 C 1.79560 -3.59934 -4.19851  0.019
60 H 2.11706 -3.80340 -5.22433  0.003
61 H 0.69952 -3.56625 -4.14712  0.003
62 H 2.16342 -4.38386 -3.52948  -0.006
63 C 0.19815 1.98580 -4.88011  0.031
64 H -0.29939 2.69504 -4.20591  -0.002
65 H -0.09364 2.21525 -5.91737  0.007
66 H 1.28938 2.09756 -4.80480  -0.002
67 C -2.01173 0.18575 -5.16299  0.021
68 H -2.20083 -0.80455 -5.59492  0.003
69 H -2.16263 0.94382 -5.94291  0.001
70 H -2.74268 0.36212 -4.36272  -0.018
71 O -2.07032 4.30343 2.51308  0.001
72 C -1.34330 3.43800 3.03362  0.000
73 O -0.50694 2.62074 2.52763  0.001
74 C -1.48180 3.30715 4.54197  0.001
75 C -0.92515 2.20839 5.23519  -0.004
76 C -1.05063 2.10972 6.63802  0.000
77 C -1.73481 3.11093 7.36554  0.000
78 C -2.30790 4.18626 6.66269  0.000
79 C -2.18770 4.27975 5.26196  0.000
80 N -3.01291 5.17106 7.41215  0.000
81 O -3.06028 5.02110 8.65349  0.000
82 O -3.54841 6.12983 6.83019  0.000
83 N -0.50343 0.93196 7.28669  0.000
84 O 0.01459 0.05804 6.54324  0.000
85 O -0.56345 0.81874 8.52766  0.000
86 H -0.38712 1.43048 4.69281  0.003
87 H -1.84461 3.02586 8.44077  0.000
88 H -2.64840 5.10900 4.73635  0.000


The following is a DFT calculation (ωB97M-V with the def2-TZVPD basis set) of a cluster of 2 separate species, C5H10IN3Si in total.

Values from the calculation:
LUMO (spin up / spin down)   -0.02751 / -0.03996 Ha
HOMO level (spin up / spin down)   -9.3 / -7.5 eV
Calculated total energy   -25791.4714 eV

Each line ends with the natural charge from an NBO analysis.
Positions of all 20 atoms, in Å:
1 C 1.20478 1.51036 0.51408  -0.186
2 C 1.03197 0.36804 -0.28359  0.094
3 C 3.06063 3.22958 0.55607  -0.396
4 C -2.30679 -1.03973 -2.22993  -1.201
5 C -2.16255 -2.14759 0.80280  -1.122
6 N 2.02820 0.35529 -1.18138  -0.319
7 N 2.86540 1.29258 -0.89544  -0.074
8 N 2.44097 1.97296 0.19094  -0.176
9 Si -2.25963 -0.67937 -0.41665  1.202
10 I -4.07500 0.88207 0.04838  -0.213
11 H 0.72458 1.74326 1.45521  0.221
12 H 2.44345 3.58442 1.34439  0.213
13 H 4.12482 3.02580 0.86503  0.217
14 H 3.16411 3.86700 -0.25432  0.217
15 H -1.69429 -0.23695 -2.59437  0.262
16 H -1.90361 -1.94173 -2.50362  0.250
17 H -3.26720 -1.16538 -2.89835  0.263
18 H -2.17836 -1.75609 1.82974  0.253
19 H -3.15595 -2.61012 0.63177  0.239
20 H -1.32521 -2.78265 0.58806  0.256